[1]
Density functional theory data (ωB97M-V with the def2-TZVPD basis set) for a molecular structure, C53H36Cl2N3O2PSTa.

The geometry in XYZ format:
```
99
Properties=species:S:1:pos:R:3:forces:R:3:lowdin_charge:R:1
Ta 0.8176 -0.8379 0.7616 -0.4 0.0 0.5 1.6255
C 1.3991 3.4026 2.2555 0.0 -0.1 0.0 -0.0142
C 1.5993 2.0878 1.8182 0.0 0.1 0.0 -0.0799
N 0.6014 1.2437 1.6320 0.1 0.2 0.1 -0.0156
C -0.6685 1.6699 1.8629 -0.1 -0.1 0.0 -0.1858
C -0.9624 2.9625 2.3173 0.0 0.0 0.0 -0.1515
C 0.1250 3.8357 2.5109 0.0 0.0 0.0 0.0150
C -2.3174 3.3052 2.5550 0.1 0.0 0.0 -0.0209
C -3.2824 2.3626 2.3641 0.0 0.0 0.0 -0.0494
C -2.9785 1.0542 1.9120 0.0 0.1 0.0 -0.0032
C -1.6804 0.7042 1.6369 0.1 0.0 0.0 -0.2422
N -1.1816 -0.5242 1.2006 -0.3 0.1 -0.1 -0.1273
C -2.0054 -1.6734 1.2601 0.1 0.1 0.0 -0.2770
C -3.2514 -1.8470 0.7245 0.0 0.0 0.1 -0.0173
C -3.9338 -3.0738 0.9150 0.0 0.0 0.0 -0.0422
C -3.3721 -4.1046 1.6123 0.0 0.0 0.0 -0.0147
C -2.0595 -3.9719 2.1293 0.0 0.0 0.0 -0.1382
C -1.3615 -4.9707 2.8423 0.0 0.0 0.0 0.0248
C -0.0797 -4.7307 3.2572 0.0 0.1 0.0 -0.0101
C 0.5410 -3.5175 2.9130 0.0 -0.1 0.0 -0.1304
N -0.0825 -2.5642 2.2575 0.0 -0.1 -0.2 -0.0223
C -1.3826 -2.7632 1.9135 0.0 0.0 0.0 -0.1753
H 2.2557 4.0463 2.3937 0.0 0.0 0.0 0.1185
H 2.5977 1.7153 1.6262 0.0 0.0 0.0 0.1229
H -0.0595 4.8459 2.8558 0.0 0.0 0.0 0.1316
H -2.5627 4.3055 2.8863 0.0 0.0 0.0 0.1215
H -4.3180 2.6095 2.5579 0.0 0.0 0.0 0.1141
H -3.7839 0.3451 1.8003 0.0 0.0 0.0 0.1034
H -3.7131 -1.0612 0.1426 0.0 0.0 0.0 0.0932
H -4.9251 -3.1856 0.4960 0.0 0.0 0.0 0.1136
H -3.9090 -5.0325 1.7613 0.0 0.0 0.0 0.1206
H -1.8458 -5.9170 3.0504 0.0 0.0 0.0 0.1284
H 0.4813 -5.4716 3.8084 0.0 0.0 0.0 0.1173
H 1.5825 -3.3432 3.1516 0.0 0.0 0.0 0.1104
O 2.4763 -0.8120 -2.2884 0.0 0.1 0.0 0.1054
C 1.8611 0.1522 -1.9357 -0.1 0.3 0.2 -0.5421
O 1.4761 0.3321 -0.6333 0.2 -0.6 -0.3 -0.3180
C 1.4975 1.2862 -2.8415 0.1 -0.1 -0.1 -0.1328
C 2.4339 1.5323 -3.8486 -0.1 0.0 0.0 -0.0066
C 2.2264 2.5389 -4.7713 0.0 0.0 0.0 -0.0508
C 1.0606 3.2914 -4.7140 0.0 0.0 0.0 -0.0507
C 0.1217 3.0352 -3.7300 0.0 0.0 0.0 -0.0836
C 0.3186 2.0388 -2.7700 0.0 0.1 0.0 -0.2984
P -0.9934 1.7407 -1.5130 0.1 0.0 0.0 1.1287
C -1.4895 3.4702 -1.1680 0.0 0.0 -0.1 -0.3669
C -0.4911 4.3254 -0.6981 0.0 0.0 0.0 -0.1200
C -0.7807 5.6364 -0.3613 0.0 0.0 0.0 -0.0820
C -2.0815 6.1131 -0.4733 0.0 0.0 0.0 -0.0795
C -3.0811 5.2697 -0.9314 0.0 0.0 0.0 -0.0723
C -2.7875 3.9562 -1.2796 0.0 0.0 0.0 -0.0784
C -2.3604 1.0628 -2.5109 -0.1 0.0 0.0 -0.3740
C -2.2594 0.6754 -3.8435 0.0 0.0 0.0 -0.0771
C -3.3254 0.0472 -4.4770 0.0 0.0 0.0 -0.0712
C -4.5067 -0.1903 -3.7925 0.0 0.0 0.0 -0.0783
C -4.6212 0.1956 -2.4622 0.0 0.0 0.0 -0.0807
C -3.5517 0.8034 -1.8257 0.0 0.0 0.0 -0.1437
H 3.3246 0.9203 -3.8917 0.0 0.0 0.0 0.1239
H 2.9657 2.7331 -5.5368 0.0 0.0 0.0 0.1123
H 0.8810 4.0755 -5.4378 0.0 0.0 0.0 0.1127
H -0.7863 3.6243 -3.6996 0.0 0.0 0.0 0.1166
H 0.5297 3.9666 -0.6106 0.0 0.0 0.0 0.1080
H 0.0103 6.2911 -0.0163 0.0 0.0 0.0 0.1084
H -2.3102 7.1388 -0.2148 0.0 0.0 0.0 0.1057
H -4.0956 5.6339 -1.0324 0.0 0.0 0.0 0.1074
H -3.5799 3.3220 -1.6564 0.0 0.0 0.0 0.0942
H -1.3461 0.8564 -4.3953 0.0 0.0 0.0 0.1019
H -3.2322 -0.2509 -5.5134 0.0 0.0 0.0 0.1081
H -5.3379 -0.6717 -4.2910 0.0 0.0 0.0 0.1065
H -5.5440 0.0197 -1.9227 0.0 0.0 0.0 0.1078
H -3.6417 1.0944 -0.7825 0.0 0.0 0.0 0.0863
Cl -0.4589 -1.8880 -1.3529 0.0 -0.1 0.0 0.8554
C 0.2495 -3.4543 -1.7080 -0.1 0.2 0.0 -0.5722
C -0.3483 -4.2019 -2.7028 0.1 -0.1 0.0 -0.0923
C 0.1886 -5.4476 -2.9827 0.0 0.0 0.0 -0.0636
C 1.2858 -5.9017 -2.2668 0.0 0.0 0.0 -0.0957
C 1.8528 -5.1159 -1.2783 0.1 -0.1 0.0 -0.6723
Cl 3.2170 -5.7402 -0.4173 0.0 0.0 0.0 0.6990
C 1.3522 -3.8444 -0.9646 0.0 0.0 0.0 -0.6301
S 2.1281 -2.8681 0.2679 0.2 0.0 -0.3 0.7240
H -1.2046 -3.8173 -3.2387 0.0 0.0 0.0 0.1122
H -0.2477 -6.0643 -3.7557 0.0 0.0 0.0 0.1144
H 1.7154 -6.8724 -2.4707 0.0 0.0 0.0 0.1114
C 6.6147 -0.6766 1.7040 0.0 0.0 0.0 -0.0669
C 5.7600 -0.6654 0.5819 0.0 0.0 0.0 -0.0560
C 4.4033 -0.7001 0.7346 0.1 0.0 0.1 -0.0797
C 3.8134 -0.7483 2.0260 0.0 0.1 0.0 -0.2097
C 2.3940 -0.7565 2.2379 0.1 -0.1 0.1 -0.3333
C 1.9233 -0.7083 3.5355 0.1 0.0 0.1 -0.1542
C 2.7847 -0.7102 4.6514 0.0 0.0 -0.1 -0.0637
C 4.1349 -0.7356 4.4559 0.0 0.0 0.0 -0.0174
C 4.6791 -0.7391 3.1504 0.1 0.0 0.0 -0.1614
C 6.0843 -0.7124 2.9589 0.0 0.0 0.0 -0.0289
H 7.6875 -0.6526 1.5662 0.0 0.0 0.0 0.1081
H 6.1851 -0.6366 -0.4133 0.0 0.0 0.0 0.1109
H 3.7757 -0.7109 -0.1443 0.0 0.0 0.0 0.0542
H 0.8561 -0.6632 3.7300 0.0 0.0 0.0 0.0953
H 2.3710 -0.6834 5.6512 0.0 0.0 0.0 0.1083
H 4.8138 -0.7328 5.3006 0.0 0.0 0.0 0.1184
H 6.7253 -0.7126 3.8322 0.0 0.0 0.0 0.1154
```
Forces are in eV/Å.

Summary:
HOMO level ... -10.140 eV
Frontier orbital gap ... 6.65 eV
Molar mass ... 1061.8 g/mol
Energy relative to the best compared isomer or geometry (same formula, charge and spin) ... 0.0 kcal/mol
Total charge ... +1

[2]
Density functional theory data (ωB97M-V with the def2-TZVPD basis set) for a molecular structure, C5H11NO.

The geometry in XYZ format:
```
18
Properties=species:S:1:pos:R:3:forces:R:3:nbo_charge:R:1
C -0.5893 2.0386 -0.7977 0.0 0.0 -0.1 -0.6444
C -0.1679 0.9636 0.1781 -0.2 -0.1 0.1 -0.2314
C -0.0716 -0.4117 -0.1624 0.1 0.2 0.0 -0.1537
C 0.4183 -0.8527 -1.5286 0.0 0.0 -0.1 -0.6434
N 0.6801 -0.9552 0.9082 -0.2 -0.1 0.3 -0.4925
C 0.0841 -1.6413 1.8121 0.2 0.1 -0.1 0.4773
O -1.1831 -1.9940 1.7108 0.0 0.0 -0.1 -0.6526
H -0.5975 1.6789 -1.8303 0.1 0.0 0.1 0.2152
H -1.5995 2.3845 -0.5501 0.2 -0.1 -0.1 0.2188
H 0.0743 2.9067 -0.7406 -0.1 -0.1 0.0 0.2233
H 1.2115 1.0708 0.7197 0.0 0.0 0.0 -0.0363
H -0.5535 1.1480 1.1848 0.1 0.0 -0.2 0.2001
H -1.4574 -1.5326 0.8679 0.0 -0.1 0.1 0.5026
H -0.3951 -1.0054 -2.2471 0.1 0.1 0.1 0.2132
H 1.1239 -0.1317 -1.9709 -0.1 -0.1 0.1 0.2005
H 0.9540 -1.8042 -1.4390 -0.1 0.1 0.0 0.2202
H 1.4936 0.0934 1.1572 -0.2 0.0 -0.1 0.1983
H 0.5751 -1.9556 2.7279 0.0 0.0 -0.1 0.1849
```
Forces are in eV/Å.

Summary:
HOMO level ... -7.527 eV
Frontier orbital gap ... 8.47 eV
Molar mass ... 101.1 g/mol
Energy relative to the best compared isomer or geometry (same formula, charge and spin) ... 112.2 kcal/mol

[3]
Density functional theory data (ωB97M-V with the def2-TZVPD basis set) for a molecular structure, C35H55CoN4OP2 at a distorted geometry.

The geometry in XYZ format:
```
98
Properties=species:S:1:pos:R:3:forces:R:3:mulliken_spin:R:1
C 2.3360 -1.2959 -1.8222 0.2 0.4 0.0 -0.0092
C 1.2491 0.5463 -2.7948 0.3 -0.2 0.6 -0.0276
C 3.2256 -1.3730 -2.8912 -0.3 -0.1 0.1 0.0109
C 2.0548 0.4686 -3.9244 -0.2 0.2 -0.1 0.0102
C 3.0537 -0.5052 -3.9669 0.1 0.1 0.3 -0.0045
H 4.0016 -2.1252 -2.8383 0.0 0.0 -0.4 0.0003
H 1.9030 1.1895 -4.7279 0.1 -0.3 0.1 -0.0003
H 3.6995 -0.5871 -4.8344 0.0 0.1 0.1 0.0001
N 1.4551 -0.2965 -1.7688 -0.8 -0.4 -0.1 -0.0085
P 0.6162 -2.3409 0.0986 0.2 -1.6 -0.1 -0.0148
P 0.0306 2.2233 -0.8229 -0.2 0.7 -1.2 -0.0524
C 2.2937 -2.3084 -0.6931 0.3 0.2 0.1 0.0429
H 2.6009 -3.2971 -1.0691 -0.1 0.3 0.2 -0.0009
H 3.0103 -2.0090 0.0907 -0.1 -0.1 -0.2 -0.0007
C 0.0618 1.4568 -2.5930 -0.5 0.4 0.0 -0.0197
H 0.0604 2.2477 -3.3447 0.0 -0.1 0.0 -0.0015
C -1.5873 3.2454 -0.7830 0.0 -0.2 -0.2 0.0826
C 1.4783 3.4494 -0.7543 -0.3 -0.1 -0.2 0.0593
C -0.3934 -3.4487 -1.0564 0.2 0.0 0.4 -0.0097
C 0.8890 -3.2525 1.7571 -0.1 0.0 -0.5 0.0295
C -2.6398 2.3752 -0.0774 -0.2 -0.1 0.0 0.0134
H -2.3664 2.1828 0.9710 -0.2 0.2 -0.5 -0.0024
H -3.6154 2.8876 -0.1301 0.3 -0.1 0.1 -0.0014
H -2.7449 1.3918 -0.5559 0.0 0.4 0.1 0.0020
C -1.4570 4.5605 -0.0044 0.0 0.1 0.1 0.0113
H -1.1671 4.4041 1.0420 0.0 0.1 -0.2 -0.0035
H -0.7629 5.2609 -0.4830 -0.2 -0.2 0.2 0.0005
H -2.4487 5.0411 -0.0048 0.3 -0.2 0.1 0.0015
C -2.0709 3.5922 -2.1990 -0.2 0.0 -0.2 0.0162
H -2.9173 4.2931 -2.1078 0.2 -0.3 0.0 -0.0004
H -1.3096 4.0984 -2.8085 -0.3 -0.2 0.2 -0.0009
H -2.4348 2.7057 -2.7354 0.1 0.3 0.2 -0.0042
C 1.5528 4.0620 0.6683 0.2 0.1 0.1 0.0213
H 1.1196 3.4071 1.4383 0.2 0.2 -0.3 -0.0096
H 2.6068 4.2133 0.9466 -0.3 0.0 -0.1 0.0010
H 1.0615 5.0403 0.7156 0.1 -0.4 0.1 -0.0004
C 2.8067 2.7135 -1.0185 0.1 -0.1 0.1 0.0108
H 2.9247 1.8225 -0.3896 0.0 0.2 -0.2 0.0005
H 2.9168 2.4373 -2.0745 0.0 0.0 0.3 -0.0012
H 3.6257 3.4074 -0.7583 -0.3 -0.3 -0.2 0.0003
C 1.3112 4.5456 -1.8360 0.5 0.3 -0.2 0.0006
H 0.5710 4.3248 -2.6167 0.3 0.0 0.3 0.0007
H 1.0661 5.5222 -1.3980 0.0 -0.3 -0.2 0.0007
H 2.2758 4.6632 -2.3520 -0.3 0.1 0.1 -0.0012
C -0.4792 -3.6295 2.3450 -0.1 -0.1 0.2 0.0128
H -0.2997 -4.1438 3.3013 -0.1 0.2 -0.1 -0.0001
H -1.0858 -2.7316 2.5426 0.2 -0.4 -0.1 -0.0034
H -1.0523 -4.3322 1.7232 0.2 0.4 0.2 0.0004
C 1.5879 -2.2978 2.7373 0.0 0.0 0.0 0.0020
H 2.5781 -1.9976 2.3694 -0.2 0.0 0.2 0.0005
H 0.9855 -1.4064 2.9492 0.2 -0.1 -0.1 0.0024
H 1.7286 -2.8362 3.6886 0.0 0.2 -0.3 -0.0002
C 1.7715 -4.5092 1.6052 0.0 -0.1 0.2 -0.0006
H 2.5783 -4.3892 0.8703 -0.2 -0.1 0.2 0.0003
H 2.2457 -4.6983 2.5783 -0.1 0.0 -0.2 0.0001
H 1.1856 -5.4007 1.3544 0.3 0.3 0.0 0.0004
C -0.0451 -3.1414 -2.5179 0.0 0.4 0.0 0.0010
H 0.9913 -3.4087 -2.7654 -0.2 0.0 0.1 -0.0003
H -0.7048 -3.7311 -3.1728 0.1 0.2 0.2 0.0023
H -0.1964 -2.0776 -2.7413 0.0 -0.4 0.0 0.0098
C -1.8764 -3.1204 -0.7674 -0.4 -0.1 -0.2 0.0084
H -2.2423 -2.3229 -1.4334 0.2 -0.4 0.3 0.0086
H -2.4838 -4.0254 -0.9176 0.1 0.2 0.0 0.0006
H -2.0537 -2.7676 0.2635 0.1 -0.2 -0.3 -0.0084
C -0.0874 -4.9344 -0.8353 -0.1 -0.2 -0.2 0.0083
H 0.9866 -5.1478 -0.9315 -0.3 0.0 0.1 -0.0010
H -0.4537 -5.3072 0.1267 0.1 0.0 -0.3 0.0012
H -0.5971 -5.4998 -1.6298 0.1 0.1 0.2 -0.0004
Co -0.0929 -0.1555 -0.2816 -2.4 -1.5 -1.9 2.8209
C 1.0853 0.2993 0.8984 5.6 2.1 5.2 -0.1726
O 2.0197 0.5547 1.5615 -2.7 -0.7 -2.1 -0.0158
N -1.4720 -0.1679 -1.6096 0.3 0.8 -0.4 0.1667
C -1.2392 0.5027 -2.6459 0.3 0.5 -0.3 -0.0021
C -2.0763 0.3911 -3.9779 0.4 0.1 0.6 0.0042
C -1.6395 1.4184 -5.0137 0.0 0.2 -0.2 -0.0014
C -1.7870 -0.9918 -4.5517 0.0 -0.4 0.0 -0.0062
C -3.5779 0.5182 -3.6388 -0.3 0.0 0.1 0.0116
H -1.8019 2.4463 -4.6736 0.1 -0.1 -0.2 -0.0004
H -0.5820 1.2763 -5.2725 -0.2 0.1 0.0 0.0005
H -2.2196 1.2787 -5.9337 0.1 0.0 0.2 -0.0002
H -2.0865 -1.7649 -3.8336 0.1 0.1 -0.2 -0.0024
H -2.3380 -1.1647 -5.4846 0.0 0.2 0.2 0.0003
H -0.7171 -1.0900 -4.7794 -0.2 -0.1 0.1 0.0020
H -4.0969 1.2084 -4.3154 0.2 -0.1 0.1 0.0002
H -4.0717 -0.4561 -3.7408 0.1 0.2 0.1 0.0003
H -3.7374 0.8656 -2.6105 0.0 -0.1 -0.3 -0.0041
N 0.2423 -0.2294 7.4337 -0.9 0.4 -2.4 0.0011
C -0.1412 -0.0254 6.3477 0.7 -0.4 2.1 -0.0001
C -0.5752 0.2528 4.9992 -0.5 0.3 -0.3 0.0023
C -1.4973 -0.5597 4.3277 -0.2 -0.1 -0.3 0.0011
C -1.8152 -0.2757 2.9926 0.6 0.7 0.5 0.0024
N -1.3224 0.8072 2.3667 0.0 -0.5 0.2 0.0189
C -0.5288 1.6459 3.0399 -0.3 -0.3 0.5 -0.0059
C -0.1298 1.4102 4.3564 0.4 0.3 -0.2 0.0013
H -1.9973 -1.3860 4.8249 0.3 0.0 0.0 -0.0003
H -2.4605 -0.9330 2.4007 0.1 0.3 0.3 -0.0121
H -0.1997 2.5507 2.5113 -0.2 -0.5 0.3 0.0028
H 0.5330 2.1207 4.8597 -0.2 -0.4 -0.2 0.0006
```
Forces are in eV/Å.

Summary:
HOMO level (spin up / spin down) ... -9.559 / -11.002 eV
Frontier orbital gap (spin up / spin down) ... 6.84 / 7.11 eV
Molar mass ... 668.7 g/mol
Multiplicity ... 4
Energy relative to the best compared isomer or geometry (same formula, charge and spin) ... 0.0 kcal/mol
Total charge ... +1

Q: What is the molar mass in the first record?
A: 1061.8 g/mol